No. 1
Here is a gas-phase ion, C4H6Cl2N3O2 (charge +1) in a non-equilibrium geometry from OMol25. Energies are from ωB97M-V/def2-TZVPD.

```
17
Properties=species:S:1:pos:R:3:lowdin_charge:R:1
C 1.133 -1.364 0.164 -0.7330
C 1.547 1.007 -0.367 -0.7509
C -0.720 -0.029 0.210 -0.2981
C -3.001 -0.763 0.508 0.0121
N -0.165 -1.253 0.358 0.1628
N 1.922 -0.401 -0.351 0.0677
N 0.048 0.990 -0.357 0.1640
O 2.248 1.649 -1.372 0.0338
O -1.987 0.214 0.406 0.0328
Cl 1.833 -2.901 0.097 0.8653
Cl 1.862 1.608 1.376 0.6624
H -2.732 -1.719 0.355 0.0523
H -3.602 -0.405 -0.337 0.1232
H -3.458 -0.679 1.540 0.1409
H 2.914 -0.496 -0.500 0.1546
H -0.289 1.871 -0.338 0.1028
H 2.447 2.670 -1.391 0.2074
```

Calculated values
LUMO energy: -0.175 Eh
Orbital gap: 0.3697 hartree
Maximum force: 0.0759 Eh/bohr
Charge: +1
Multiplicity: 1
E: -37847.7444 eV
Structure (SMILES): COC1=[NH+][C@@](O)(Cl)NC(Cl)=N1



No. 2
Here is 2 unconnected molecules or ions with the total composition C4H6Cl3P in a non-equilibrium geometry from OMol25. Energies are from ωB97M-V/def2-TZVPD.

```
14
Properties=species:S:1:pos:R:3:lowdin_charge:R:1
C -1.282 -0.549 -1.385 -0.0065
C 0.017 -0.356 -1.597 -0.3329
C 1.079 -1.150 -1.026 -0.5841
C -0.553 1.113 2.380 -1.0431
P 2.705 -0.988 -1.365 0.4610
Cl -1.810 0.633 3.466 0.5365
Cl 0.729 -0.118 2.381 0.4883
Cl 2.855 0.872 -1.958 0.1767
H -2.106 -0.056 -1.764 0.0282
H -1.618 -1.100 -0.516 0.0597
H 0.278 0.557 -2.281 0.0925
H -0.964 1.127 1.383 0.0064
H 0.698 -2.012 -0.353 0.0866
H -0.028 2.028 2.635 0.0307
```

Calculated values
LUMO energy: -0.018 Eh
Orbital gap: 0.2970 hartree
Maximum force: 0.0577 Eh/bohr
Multiplicity: 1
E: -51099.8278 eV
Structure (SMILES): C=C/C=P\Cl.ClCCl



No. 3
Here is C4H6ClF in the gas phase in a non-equilibrium geometry from OMol25. Energies are from ωB97M-V/def2-TZVPD.

```
12
Properties=species:S:1:pos:R:3:lowdin_charge:R:1
C 1.073 1.088 0.165 -0.6275
C -0.224 0.672 -0.456 -0.2046
C -0.329 -0.814 -0.384 -0.4218
C -1.219 -1.513 0.343 0.0822
H 1.222 2.161 0.107 0.0730
H 1.855 0.733 -0.488 0.0732
H -0.157 1.015 -1.448 0.1090
H -1.068 1.045 0.165 0.1306
H -1.924 -0.954 0.928 0.0604
H -1.178 -2.593 0.338 0.0679
F 0.623 -1.417 -1.098 0.0606
Cl 1.328 0.575 1.827 0.5970
```

Calculated values
LUMO energy: 0.035 Eh
Orbital gap: 0.3893 hartree
Maximum force: 0.0548 Eh/bohr
Multiplicity: 1
E: -19484.5264 eV
Structure (SMILES): C=C(F)CCCl



No. 4
Here is C4H6ClFN2 in the gas phase in a non-equilibrium geometry from OMol25. Energies are from ωB97M-V/def2-TZVPD.

```
14
Properties=species:S:1:pos:R:3:lowdin_charge:R:1
C 1.083 1.317 -0.182 -0.1175
C 1.097 -1.247 -0.089 -0.1659
C -1.138 -0.579 0.510 -0.2269
C -2.475 -0.639 0.136 -0.7542
H 0.546 1.792 0.808 0.1036
H 1.779 2.344 -0.428 0.1323
H 0.312 1.225 -0.938 0.0517
H 2.690 -0.174 -0.406 0.0576
H 1.890 -1.972 -0.040 0.1083
H -1.066 0.511 1.014 0.1100
N 1.800 -0.015 -0.120 -0.0311
N -0.177 -1.534 0.187 0.0485
F -2.909 -1.798 -0.393 0.0012
Cl -3.431 0.770 -0.062 0.6824
```

Calculated values
LUMO energy: 0.023 Eh
Orbital gap: 0.3164 hartree
Maximum force: 0.1096 Eh/bohr
Multiplicity: 1
E: -22461.9923 eV
Structure (SMILES): CN/C=N\C=C(/F)Cl



No. 5
Here is C4H6ClFO in the gas phase in a non-equilibrium geometry from OMol25. Energies are from ωB97M-V/def2-TZVPD.

```
13
Properties=species:S:1:pos:R:3:lowdin_charge:R:1
C 0.422 1.751 -0.012 -0.1864
C 1.035 0.427 0.151 -0.2309
C -0.566 -1.346 -0.767 -0.2115
C -1.365 -1.661 0.226 -0.6900
H 0.786 2.604 0.758 0.1631
H 0.682 2.281 -0.913 0.1042
H 2.097 0.498 -0.022 0.1194
H 1.155 0.170 1.216 0.1124
H -0.436 -2.337 -1.643 0.2062
H -1.982 -2.523 0.160 0.0489
O 0.503 -0.433 -0.873 -0.1080
F -0.981 1.567 0.019 -0.0746
Cl -1.350 -0.999 1.700 0.7472
```

Calculated values
LUMO energy: 0.030 Eh
Orbital gap: 0.3535 hartree
Maximum force: 0.0948 Eh/bohr
Multiplicity: 1
E: -21529.4235 eV
Structure (SMILES): FCCO/C=C\Cl



No. 6
Here is C4H6ClN2P in the gas phase in a non-equilibrium geometry from OMol25. Energies are from ωB97M-V/def2-TZVPD.

```
14
Properties=species:S:1:pos:R:3:lowdin_charge:R:1
C -0.170 -0.278 0.860 -0.5274
C -0.946 0.830 0.608 -0.5566
C 0.009 -0.757 2.225 -0.0886
C 0.732 -0.032 -2.579 -0.1292
N 0.455 -0.562 -0.227 0.0790
N 0.134 0.216 -1.331 -0.4461
P -0.969 1.487 -0.966 0.9996
Cl -1.982 1.612 2.397 0.2344
H 0.690 -0.104 2.690 0.0600
H 0.373 -1.826 2.463 0.1144
H -0.969 -0.546 2.777 0.0395
H 0.794 0.957 -2.988 0.0587
H 1.697 -0.534 -2.580 0.0971
H 0.152 -0.462 -3.349 0.0652
```

Calculated values
LUMO energy: -0.013 Eh
Orbital gap: 0.3392 hartree
Maximum force: 0.0902 Eh/bohr
Multiplicity: 1
E: -29033.9243 eV
Structure (SMILES): Cc1nn(C)pc1Cl



No. 7
Here is C4H6ClN3 in the gas phase in a non-equilibrium geometry from OMol25. Energies are from ωB97M-V/def2-TZVPD.

```
14
Properties=species:S:1:pos:R:3:lowdin_charge:R:1
C -1.370 -1.118 0.532 -0.1573
C -1.592 0.032 -0.251 -0.1513
C 0.933 -2.071 0.688 -0.0518
C 0.558 1.246 -0.538 -0.6555
N -0.144 -1.407 0.951 -0.1008
N -0.744 0.994 -0.633 0.0176
N 1.563 0.371 -0.305 0.0641
Cl 1.104 2.898 -1.077 0.6214
H -2.220 -1.496 1.115 0.1155
H -2.639 0.334 -0.250 0.0976
H 1.685 -1.745 1.317 -0.0353
H -1.129 1.777 -0.972 0.0726
H 1.502 -0.679 -0.385 0.0423
H 2.493 0.864 -0.193 0.1208
```

Calculated values
LUMO energy: 0.011 Eh
Orbital gap: 0.2449 hartree
Maximum force: 0.0856 Eh/bohr
Multiplicity: 1
E: -21232.7820 eV



No. 8
Here is a molecular structure, C4H6ClN3 in a non-equilibrium geometry from OMol25. Energies are from ωB97M-V/def2-TZVPD.

```
14
Properties=species:S:1:pos:R:3:lowdin_charge:R:1
C 1.981 1.100 -0.007 -0.1540
C 1.469 0.300 0.957 -0.0887
C 0.196 0.730 -1.379 -0.1794
C -0.563 0.163 -0.262 -0.6727
N 1.367 1.211 -1.219 0.0717
N 0.242 -0.269 0.769 0.0117
N -1.722 -1.307 -0.756 0.0209
Cl -1.860 1.360 0.320 0.5249
H 2.912 1.629 0.103 0.0969
H 1.982 0.060 1.873 0.1192
H -0.258 0.795 -2.356 0.1116
H -0.155 -0.882 1.464 0.1477
H -2.388 -1.282 0.013 -0.0116
H -2.188 -0.927 -1.575 0.0018
```

Calculated values
LUMO energy: 0.019 Eh
Orbital gap: 0.3318 hartree
Maximum force: 0.0872 Eh/bohr
Multiplicity: 1
E: -21235.8290 eV



No. 9
Here is C4H6ClNO in the gas phase in a non-equilibrium geometry from OMol25. Energies are from ωB97M-V/def2-TZVPD.

```
13
Properties=species:S:1:pos:R:3:lowdin_charge:R:1
C -0.290 -1.132 -1.355 -0.1523
C -0.146 -1.832 -0.233 -0.0764
C 0.504 0.113 -1.341 -0.5643
C 0.290 0.952 1.098 -0.0913
N 1.130 0.030 0.310 -0.1186
O 0.795 -1.317 0.711 -0.1072
Cl 1.877 -0.003 -2.554 0.5506
H -0.834 -1.146 -2.328 0.1259
H -0.439 -2.779 0.009 0.0892
H -0.130 0.991 -1.410 0.0866
H -0.702 0.672 1.001 0.0446
H 0.618 0.861 2.096 0.0628
H 0.443 2.027 0.531 0.1504
```

Calculated values
LUMO energy: 0.033 Eh
Orbital gap: 0.3668 hartree
Maximum force: 0.0827 Eh/bohr
Multiplicity: 1
E: -20301.2863 eV
Structure (SMILES): CN1OC=C[C@@H]1Cl



No. 10
Here is C4H6ClNOS in the gas phase in a non-equilibrium geometry from OMol25. Energies are from ωB97M-V/def2-TZVPD.

```
14
Properties=species:S:1:pos:R:3:lowdin_charge:R:1
C -1.315 1.221 -1.134 -0.6715
C 0.051 -0.556 0.086 -0.2812
C -0.954 -1.456 0.215 0.0811
C 1.471 -0.745 0.762 -0.4150
H 1.243 1.913 -0.002 0.1230
H -1.129 2.096 -1.717 0.0619
H -0.852 -2.352 0.738 0.0540
H -1.847 -1.182 -0.232 -0.0392
H 2.267 -0.902 0.038 0.0840
H 1.507 -1.644 1.299 0.0358
N -0.239 0.710 -0.532 -0.1855
O 0.932 1.427 -0.868 -0.0536
S -2.852 0.948 -0.770 0.6871
Cl 1.716 0.522 2.117 0.5191
```

Calculated values
LUMO energy: 0.006 Eh
Orbital gap: 0.3204 hartree
Maximum force: 0.0634 Eh/bohr
Multiplicity: 1
E: -31137.2871 eV
Structure (SMILES): C=C(CCl)N(O)C=S



No. 11
Here is C4H6ClNOS in the gas phase in a non-equilibrium geometry from OMol25. Energies are from ωB97M-V/def2-TZVPD.

```
14
Properties=species:S:1:pos:R:3:lowdin_charge:R:1
C 3.606 -0.379 0.223 -0.1281
C 1.360 0.555 0.036 -0.0095
C -0.051 0.616 -0.055 -0.6181
C -0.854 -0.660 0.026 -0.7759
H 4.050 0.327 -0.502 0.1041
H 4.103 -1.183 0.337 0.0114
H 3.946 0.121 1.211 0.1284
H 1.703 1.525 0.115 0.0701
H -0.656 -2.612 -0.541 0.0526
H 0.838 -1.778 -0.844 0.1493
N -0.161 -1.775 -0.387 0.0219
O 2.279 -0.678 -0.071 -0.1560
S -2.566 -1.039 0.229 0.4982
Cl -0.847 2.192 -0.091 0.6515
```

Calculated values
LUMO energy: -0.021 Eh
Orbital gap: 0.2829 hartree
Maximum force: 0.1426 Eh/bohr
Multiplicity: 1
E: -31137.0261 eV
Structure (SMILES): CO/C=C(/Cl)C(N)=S



No. 12
Here is C4H6ClNOS in the gas phase in a non-equilibrium geometry from OMol25. Energies are from ωB97M-V/def2-TZVPD.

```
14
Properties=species:S:1:pos:R:3:lowdin_charge:R:1
C 0.286 -0.139 1.911 -0.2362
C 0.053 -1.353 2.251 -0.6865
C 0.884 0.119 0.560 -0.2898
C -0.598 -0.471 -1.252 -0.0760
N 0.540 -0.886 -0.345 -0.4787
O -0.682 -3.117 -0.488 -0.5198
S 0.509 -2.496 0.111 1.0035
Cl -0.509 -2.129 3.654 0.6166
H 0.435 0.720 2.654 0.1412
H 0.670 1.056 -0.031 0.1437
H 1.930 -0.061 0.846 0.1215
H -0.532 -1.457 -1.935 0.1137
H -1.518 -0.462 -0.707 0.0764
H -0.456 0.372 -1.892 0.0703
```

Calculated values
LUMO energy (spin up / spin down): -0.009 / -0.009 Eh
Orbital gap (spin up / spin down): 0.2974 / 0.2975 hartree
Maximum force: 0.1073 Eh/bohr
Multiplicity: 1
E: -31136.2465 eV



Among the records above, which one has the lowest maximum force?
C4H6ClF



What is the multiplicity in the third record?
1



What is the multiplicity in the tenth record?
1



Please write out number 5 again, unchanged.
Here is C4H6ClFO in the gas phase in a non-equilibrium geometry from OMol25. Energies are from ωB97M-V/def2-TZVPD.

```
13
Properties=species:S:1:pos:R:3:lowdin_charge:R:1
C 0.422 1.751 -0.012 -0.1864
C 1.035 0.427 0.151 -0.2309
C -0.566 -1.346 -0.767 -0.2115
C -1.365 -1.661 0.226 -0.6900
H 0.786 2.604 0.758 0.1631
H 0.682 2.281 -0.913 0.1042
H 2.097 0.498 -0.022 0.1194
H 1.155 0.170 1.216 0.1124
H -0.436 -2.337 -1.643 0.2062
H -1.982 -2.523 0.160 0.0489
O 0.503 -0.433 -0.873 -0.1080
F -0.981 1.567 0.019 -0.0746
Cl -1.350 -0.999 1.700 0.7472
```

Calculated values
LUMO energy: 0.030 Eh
Orbital gap: 0.3535 hartree
Maximum force: 0.0948 Eh/bohr
Multiplicity: 1
E: -21529.4235 eV
Structure (SMILES): FCCO/C=C\Cl